[1]
80
Properties=species:S:1:pos:R:3:forces:R:3:lowdin_charge:R:1 method="wB97M-V/def2-TZVPD" orbital_gap_ha="0.2076 / 0.2165" e_above_lowest_ev=0.0000 charge=+3 e_tot_ha=-2805.9599 e_homo_ev="-16.11 / -15.91"
Pb 0.140 -1.234 -1.175 0.144 0.132 -0.412 1.001
S -1.044 -2.999 0.297 -0.026 0.183 0.042 0.538
C 0.223 -3.204 1.472 -0.163 -0.513 0.303 -0.722
N 0.233 -4.154 2.371 0.182 0.418 -0.291 0.094
N -0.781 -4.994 2.353 -0.131 -0.372 0.318 0.055
C -0.878 -6.034 3.216 0.104 0.219 -0.133 -0.169
C -1.964 -6.927 3.020 -0.046 0.035 -0.030 0.031
C -2.066 -8.021 3.824 0.006 -0.184 0.159 -0.015
C -1.112 -8.231 4.837 0.026 -0.016 0.045 0.038
C -0.052 -7.325 5.048 -0.104 -0.200 0.078 -0.010
C 0.078 -6.228 4.250 -0.006 0.109 -0.134 0.036
N 1.374 -2.407 1.604 -0.034 -0.356 0.322 0.098
N 1.465 -1.425 0.870 0.113 0.388 -0.202 -0.125
C 2.681 -0.669 1.009 -0.181 0.109 -0.118 -0.272
C 2.553 0.699 1.203 -0.074 0.001 0.105 -0.075
C 3.700 1.468 1.337 0.088 -0.115 0.023 -0.084
C 4.954 0.869 1.225 -0.015 0.094 -0.015 -0.030
C 5.058 -0.500 1.015 0.044 0.001 0.008 -0.026
C 3.917 -1.284 0.918 0.077 -0.177 0.002 0.003
H -1.516 -4.884 1.656 -0.052 0.015 -0.134 0.096
H -2.691 -6.744 2.234 0.097 0.014 0.034 0.135
H -2.874 -8.727 3.682 0.042 0.013 0.048 0.133
H -1.196 -9.108 5.470 0.007 0.058 -0.027 0.135
H 0.660 -7.501 5.844 -0.056 -0.033 -0.030 0.133
H 0.880 -5.515 4.383 -0.047 -0.039 -0.044 0.125
H 1.563 1.131 1.337 0.163 -0.136 0.015 0.083
H 3.619 2.526 1.555 0.050 -0.002 0.078 0.097
H 5.851 1.470 1.313 -0.071 -0.048 0.018 0.126
H 6.034 -0.963 0.936 -0.041 0.023 -0.001 0.128
H 3.985 -2.355 0.761 0.005 0.080 0.025 0.128
C 1.842 2.212 -1.801 0.184 -0.035 -0.102 -0.218
P 1.714 3.293 -0.378 -0.342 0.435 -0.369 1.216
C 0.253 3.108 0.654 -0.238 -0.112 0.055 -0.388
N 0.535 3.919 1.665 -0.191 -0.071 -0.134 0.111
C -0.366 4.123 2.642 0.146 -0.050 0.010 -0.189
C -0.058 4.964 3.739 0.054 0.003 -0.152 0.017
C -1.008 5.158 4.692 -0.189 0.028 0.118 -0.015
C -2.291 4.550 4.586 0.007 0.094 0.112 -0.010
C -2.603 3.722 3.547 -0.036 -0.025 -0.043 0.015
C -1.626 3.477 2.560 -0.055 -0.268 -0.186 -0.175
N -1.870 2.587 1.563 0.206 0.136 -0.056 0.130
C -0.985 2.357 0.616 0.073 0.230 0.416 -0.344
P -1.581 0.975 -0.499 0.126 0.300 0.270 0.905
C -2.821 0.165 0.548 0.061 -0.046 0.008 -0.270
C -2.554 1.748 -1.891 0.050 -0.093 0.027 -0.719
C -3.590 2.727 -1.329 -0.108 0.011 -0.137 -0.065
C -1.610 2.481 -2.840 0.075 -0.003 -0.007 -0.088
C -3.242 0.589 -2.629 -0.041 0.035 -0.026 -0.080
C 2.021 5.094 -0.841 0.138 -0.206 0.324 -0.663
C 0.683 5.840 -0.816 0.060 0.094 -0.111 -0.062
C 2.635 5.093 -2.244 0.043 0.074 -0.015 -0.078
C 3.003 5.687 0.184 -0.004 0.036 -0.047 -0.076
H 2.900 2.117 -2.059 -0.064 -0.006 -0.017 0.078
H 1.314 2.631 -2.655 -0.087 -0.032 -0.082 0.051
H 1.466 1.226 -1.560 -0.075 -0.099 0.020 -0.044
H 0.914 5.440 3.790 -0.060 -0.070 -0.019 0.128
H -0.796 5.794 5.542 -0.038 -0.007 -0.019 0.128
H -3.032 4.751 5.351 0.079 -0.009 -0.032 0.129
H -3.576 3.251 3.462 0.086 0.009 0.000 0.129
H -3.630 0.846 0.787 -0.064 0.037 0.029 0.051
H -2.356 -0.168 1.474 0.006 -0.019 0.010 0.050
H -3.205 -0.705 0.016 -0.011 0.002 0.018 0.038
H -3.141 3.505 -0.711 0.011 -0.008 -0.033 0.079
H -4.371 2.230 -0.754 0.056 0.011 0.004 0.086
H -4.080 3.220 -2.175 0.029 -0.053 0.082 0.108
H -1.094 3.306 -2.339 0.005 -0.049 -0.025 0.065
H -2.195 2.913 -3.655 0.049 -0.009 0.044 0.108
H -0.879 1.804 -3.290 0.023 0.036 0.018 0.080
H -4.008 0.106 -2.020 0.064 0.028 -0.036 0.086
H -2.527 -0.172 -2.971 -0.046 0.073 0.004 0.073
H -3.738 0.982 -3.521 0.046 -0.035 0.074 0.110
H -0.077 5.377 -1.450 0.043 0.005 -0.003 0.079
H 0.879 6.840 -1.215 -0.057 -0.033 0.019 0.113
H 0.291 5.954 0.193 0.028 -0.005 -0.017 0.079
H 1.915 4.823 -3.018 0.027 0.008 0.032 0.089
H 3.516 4.451 -2.329 -0.046 0.064 0.038 0.092
H 2.968 6.114 -2.447 -0.028 -0.049 -0.014 0.112
H 2.633 5.580 1.204 -0.003 0.019 -0.063 0.068
H 3.119 6.755 -0.025 -0.004 -0.108 -0.016 0.106
H 3.991 5.224 0.115 -0.088 0.030 -0.021 0.091

=====

[2]
37
Properties=species:S:1:pos:R:3:forces:R:3:nbo_charge:R:1 method="wB97M-V/def2-TZVPD" orbital_gap_ha="0.3285 / 0.2828" e_above_lowest_ev=0.0000 charge=-1 e_tot_ha=-5134.5782 e_homo_ev="-6.58 / -7.29" multiplicity=3
Au 1.056 -1.846 -1.785 0.067 -0.237 -0.204 1.341
C -2.754 0.865 -1.651 -0.035 -0.025 0.018 -0.634
C -1.550 -0.070 -1.793 -0.090 -0.037 0.011 -0.510
O -1.202 -0.598 -0.524 -0.004 -0.011 0.033 -0.771
P -0.208 0.787 -2.700 -0.082 0.075 -0.024 2.380
O -0.953 1.419 -3.926 0.093 0.118 -0.067 -1.004
O 0.280 2.011 -1.855 0.013 0.048 0.011 -1.006
O 0.913 -0.134 -3.105 0.075 -0.097 0.057 -1.116
P -1.926 -1.496 -2.899 0.064 0.123 -0.116 2.379
O -3.179 -2.215 -2.201 -0.039 -0.061 0.020 -0.989
O -2.327 -0.932 -4.217 -0.005 0.035 0.002 -1.154
O -0.734 -2.446 -2.821 -0.014 -0.111 0.278 -1.149
H -2.450 1.828 -1.238 0.016 -0.006 0.027 0.217
H -3.447 0.391 -0.957 -0.020 0.002 -0.026 0.228
H -3.258 1.027 -2.600 0.001 0.019 -0.020 0.230
H -0.407 -0.152 -0.152 0.029 -0.023 0.052 0.516
H -1.514 0.701 -4.328 0.009 -0.067 -0.008 0.551
H 0.807 1.646 -1.088 0.028 0.047 0.052 0.550
H -2.883 -2.706 -1.423 0.004 -0.015 -0.031 0.508
O 3.353 -3.283 1.218 0.057 -0.047 -0.076 -0.926
S 2.486 -2.438 0.471 0.013 0.303 -0.057 2.576
O 2.026 -1.297 1.428 -0.018 -0.186 0.079 -0.828
O 1.241 -3.124 -0.013 0.036 0.054 -0.055 -0.984
O 3.064 -1.789 -0.743 -0.287 -0.021 0.096 -0.981
Br -1.286 -0.091 5.344 0.009 -0.001 -0.019 0.046
C 0.017 0.750 4.255 -0.019 -0.086 -0.014 -0.128
C 0.481 2.007 4.609 -0.006 0.057 0.045 0.004
N 1.389 2.658 3.895 -0.033 -0.040 -0.005 -0.405
C 1.857 2.063 2.799 0.090 0.005 -0.070 0.037
C 1.458 0.802 2.380 -0.432 -0.232 0.035 -0.100
C 0.505 0.120 3.128 0.046 0.202 0.116 -0.168
C 1.930 0.223 1.043 0.460 -0.019 0.598 0.732
O 3.203 0.658 0.868 -0.012 0.042 -0.368 -0.231
O 1.158 0.412 0.026 -0.016 0.216 -0.340 -0.873
H 0.100 2.498 5.497 0.007 0.009 0.009 0.196
H 2.590 2.615 2.225 0.000 -0.004 -0.017 0.211
H 0.165 -0.861 2.833 -0.006 -0.029 -0.021 0.256

=====

[3]
46
Properties=species:S:1:pos:R:3:forces:R:3:nbo_charge:R:1 method="wB97M-V/def2-TZVPD" orbital_gap_ha=0.3007 smiles="CCN(CC)CC[C@](N)(CCCCB(O)O)C(=O)O" e_above_lowest_ev=0.0000 e_tot_ha=-908.8641 e_homo_ev=-7.99
C 0.675 0.838 4.613 0.397 0.176 -1.182 -0.617
C -0.716 0.599 4.021 -0.573 -0.836 -0.636 -0.221
N -0.814 -0.735 3.342 0.619 0.240 0.439 -0.459
C -2.144 -1.382 3.417 0.651 1.461 -1.245 -0.211
C -2.459 -1.952 4.764 -0.864 0.291 0.362 -0.611
C -0.149 -0.796 2.022 -0.771 -0.819 0.331 -0.216
C -0.971 -0.305 0.809 -0.122 -0.532 -0.118 -0.412
C -0.178 -0.495 -0.541 -1.098 -0.142 -0.227 0.016
N 0.412 -1.818 -0.583 0.387 -0.163 -0.496 -0.828
C 0.895 0.593 -0.612 0.208 0.078 0.427 -0.386
C 1.915 0.500 -1.740 0.478 -0.234 -0.085 -0.405
C 1.312 0.930 -3.078 -0.650 -0.881 0.501 -0.388
C 2.276 1.148 -4.226 -0.202 -0.511 0.323 -0.782
B 1.531 1.515 -5.515 -0.246 0.029 -1.053 1.137
O 0.737 0.559 -6.158 0.149 0.691 0.202 -0.904
O 1.781 2.803 -5.942 -1.433 0.172 -1.362 -0.885
C -1.146 -0.282 -1.750 0.362 1.554 0.479 0.789
O -1.760 0.756 -1.839 -0.309 -0.739 -0.331 -0.605
O -1.098 -1.212 -2.734 -0.449 -0.152 0.144 -0.705
H 0.975 -0.003 5.219 -0.129 -0.194 0.475 0.217
H 0.813 1.784 5.149 -0.374 -0.224 -0.004 0.213
H 1.425 0.854 3.798 -0.331 0.096 0.256 0.200
H -1.058 1.377 3.325 0.476 0.254 -0.107 0.168
H -1.491 0.642 4.783 0.110 -0.245 0.339 0.193
H -2.856 -0.599 3.100 -0.443 -0.423 0.169 0.162
H -2.168 -2.164 2.651 -0.017 0.056 0.102 0.192
H -3.535 -2.212 4.869 0.631 0.164 -0.142 0.209
H -2.209 -1.236 5.546 -0.047 -0.077 0.094 0.206
H -1.878 -2.838 4.906 0.396 -0.600 0.303 0.210
H 0.791 -0.270 2.085 0.226 0.199 0.118 0.198
H 0.115 -1.851 1.841 -0.060 0.364 0.108 0.204
H -1.290 0.724 0.947 0.252 0.329 -0.231 0.222
H -1.928 -0.859 0.806 0.412 -0.059 -0.310 0.203
H -0.327 -2.460 -0.366 -0.278 -0.594 0.286 0.353
H 0.635 -2.045 -1.557 0.169 0.149 0.456 0.372
H 1.410 0.526 0.354 0.032 0.166 -0.249 0.214
H 0.373 1.560 -0.655 0.202 -0.176 0.052 0.220
H 2.760 1.145 -1.497 -0.037 0.297 0.046 0.206
H 2.396 -0.501 -1.774 -0.511 0.302 -0.135 0.204
H 0.571 0.158 -3.360 0.479 0.458 -0.138 0.200
H 0.716 1.824 -2.863 0.121 0.134 -0.269 0.202
H 2.958 1.939 -4.015 0.581 0.744 0.361 0.225
H 2.886 0.279 -4.409 0.203 -0.679 0.085 0.226
H 0.255 0.797 -6.962 0.312 0.130 0.331 0.488
H 1.212 3.103 -6.696 0.828 -0.366 0.874 0.481
H -1.650 -0.936 -3.496 0.262 0.112 0.655 0.506

=====

[4]
17
Properties=species:S:1:pos:R:3:forces:R:3:nbo_charge:R:1 method="wB97M-V/def2-TZVPD" orbital_gap_ha=0.3462 smiles="C/C=C/[C@H](C)PF" e_above_lowest_ev=0.2839 e_tot_ha=-637.6598 e_homo_ev=-8.77
C -0.843 -0.137 -2.799 3.462 0.439 0.642 -0.628
C -0.515 -0.542 -1.384 -1.693 -0.931 -0.866 -0.167
C 0.325 0.118 -0.602 -0.925 -0.974 1.845 -0.254
C 0.646 -0.080 0.849 1.600 1.310 0.578 -0.401
C -0.204 -0.869 1.786 -1.985 -1.131 0.423 -0.654
P 1.195 1.887 1.521 1.029 -2.185 0.204 0.864
F 0.160 2.828 2.321 -0.571 -0.667 -0.125 -0.579
H -1.858 -0.116 -2.969 -2.285 0.250 -0.415 0.211
H -0.337 0.812 -3.003 -0.463 0.086 -0.205 0.206
H -0.381 -0.850 -3.471 -0.087 -0.331 -0.326 0.212
H -1.187 -1.451 -1.192 1.519 1.215 0.931 0.202
H 0.849 1.012 -0.799 0.317 0.821 -1.877 0.202
H 1.743 -0.485 0.873 -1.548 0.845 0.279 0.224
H -1.327 -0.630 1.853 1.734 0.495 -0.148 0.221
H -0.302 -1.938 1.507 0.586 0.314 -0.075 0.216
H 0.240 -0.840 2.785 -0.297 -0.027 -0.064 0.221
H 1.798 1.280 2.724 -0.393 0.472 -0.802 -0.096

=====

Copy entry 3 word for word.
46
Properties=species:S:1:pos:R:3:forces:R:3:nbo_charge:R:1 method="wB97M-V/def2-TZVPD" orbital_gap_ha=0.3007 smiles="CCN(CC)CC[C@](N)(CCCCB(O)O)C(=O)O" e_above_lowest_ev=0.0000 e_tot_ha=-908.8641 e_homo_ev=-7.99
C 0.675 0.838 4.613 0.397 0.176 -1.182 -0.617
C -0.716 0.599 4.021 -0.573 -0.836 -0.636 -0.221
N -0.814 -0.735 3.342 0.619 0.240 0.439 -0.459
C -2.144 -1.382 3.417 0.651 1.461 -1.245 -0.211
C -2.459 -1.952 4.764 -0.864 0.291 0.362 -0.611
C -0.149 -0.796 2.022 -0.771 -0.819 0.331 -0.216
C -0.971 -0.305 0.809 -0.122 -0.532 -0.118 -0.412
C -0.178 -0.495 -0.541 -1.098 -0.142 -0.227 0.016
N 0.412 -1.818 -0.583 0.387 -0.163 -0.496 -0.828
C 0.895 0.593 -0.612 0.208 0.078 0.427 -0.386
C 1.915 0.500 -1.740 0.478 -0.234 -0.085 -0.405
C 1.312 0.930 -3.078 -0.650 -0.881 0.501 -0.388
C 2.276 1.148 -4.226 -0.202 -0.511 0.323 -0.782
B 1.531 1.515 -5.515 -0.246 0.029 -1.053 1.137
O 0.737 0.559 -6.158 0.149 0.691 0.202 -0.904
O 1.781 2.803 -5.942 -1.433 0.172 -1.362 -0.885
C -1.146 -0.282 -1.750 0.362 1.554 0.479 0.789
O -1.760 0.756 -1.839 -0.309 -0.739 -0.331 -0.605
O -1.098 -1.212 -2.734 -0.449 -0.152 0.144 -0.705
H 0.975 -0.003 5.219 -0.129 -0.194 0.475 0.217
H 0.813 1.784 5.149 -0.374 -0.224 -0.004 0.213
H 1.425 0.854 3.798 -0.331 0.096 0.256 0.200
H -1.058 1.377 3.325 0.476 0.254 -0.107 0.168
H -1.491 0.642 4.783 0.110 -0.245 0.339 0.193
H -2.856 -0.599 3.100 -0.443 -0.423 0.169 0.162
H -2.168 -2.164 2.651 -0.017 0.056 0.102 0.192
H -3.535 -2.212 4.869 0.631 0.164 -0.142 0.209
H -2.209 -1.236 5.546 -0.047 -0.077 0.094 0.206
H -1.878 -2.838 4.906 0.396 -0.600 0.303 0.210
H 0.791 -0.270 2.085 0.226 0.199 0.118 0.198
H 0.115 -1.851 1.841 -0.060 0.364 0.108 0.204
H -1.290 0.724 0.947 0.252 0.329 -0.231 0.222
H -1.928 -0.859 0.806 0.412 -0.059 -0.310 0.203
H -0.327 -2.460 -0.366 -0.278 -0.594 0.286 0.353
H 0.635 -2.045 -1.557 0.169 0.149 0.456 0.372
H 1.410 0.526 0.354 0.032 0.166 -0.249 0.214
H 0.373 1.560 -0.655 0.202 -0.176 0.052 0.220
H 2.760 1.145 -1.497 -0.037 0.297 0.046 0.206
H 2.396 -0.501 -1.774 -0.511 0.302 -0.135 0.204
H 0.571 0.158 -3.360 0.479 0.458 -0.138 0.200
H 0.716 1.824 -2.863 0.121 0.134 -0.269 0.202
H 2.958 1.939 -4.015 0.581 0.744 0.361 0.225
H 2.886 0.279 -4.409 0.203 -0.679 0.085 0.226
H 0.255 0.797 -6.962 0.312 0.130 0.331 0.488
H 1.212 3.103 -6.696 0.828 -0.366 0.874 0.481
H -1.650 -0.936 -3.496 0.262 0.112 0.655 0.506